# 1
Density functional theory data (ωB97M-V/def2-TZVPD) for a single C21H23N3O3 molecule in a non-equilibrium geometry.

Properties
energy relative to the best compared isomer or geometry (same formula, charge and spin): 633.1 kJ/mol
energy: -32759.290 eV
frontier orbital gap: 7.292 eV
HOMO: -7.8 eV
strongest force on any atom: 3.79 eV Å⁻¹
SMILES: Cn1c2c(c3ccccc31)CN(CCCOc1ccc([N+](=O)[O-])cc1)CC2

```
50
C21H23N3O3, DFT ωB97M-V/def2-TZVPD
O -1.2279 0.5894 7.4903
O 0.0980 -0.6886 6.3691
O -3.2906 1.9685 1.6893
C 1.2586 -0.3920 -1.7634
C 0.4616 -1.1106 -2.6199
C 4.7381 -1.8596 -0.8719
C 4.5778 -3.0384 -1.6099
C -1.6896 0.4541 2.8129
C -2.9876 2.0315 4.0497
C 3.6721 -0.9283 -0.7958
C 3.3823 -3.2879 -2.2689
C -1.1363 -0.0590 3.9820
C -2.3606 1.6185 5.2359
C -2.6472 1.4831 2.8175
C 2.4706 -1.1950 -1.5368
C 2.3651 -2.3823 -2.2342
C -1.4433 0.5138 5.2316
N 1.1322 -2.3273 -2.8909
N -0.4844 1.3796 -1.5254
N -0.8463 0.0999 6.4353
C 0.6903 -3.3923 -3.7999
C 0.8865 0.9493 -1.1193
C -2.6935 1.7886 0.4053
C -0.8862 -0.5789 -3.0065
C -0.9804 0.9341 -2.7997
C -0.8647 2.7582 -1.0823
C -1.4359 2.6966 0.3320
H 5.6217 -1.7572 -0.3123
H 5.3312 -3.7899 -1.6896
H -1.3372 0.0309 1.8853
H -3.6561 2.8564 4.0628
H 3.7823 -0.0031 -0.2278
H 3.2222 -4.2217 -2.7950
H -0.3678 -0.8416 3.9315
H -2.6276 2.1419 6.1792
H 1.0464 -3.2594 -4.8401
H 1.0392 -4.4004 -3.4200
H -0.3706 -3.4147 -3.8371
H 1.6036 1.6749 -1.4729
H 0.9241 0.8483 -0.0064
H -2.4797 0.7259 0.2561
H -3.3515 2.0058 -0.4204
H -1.6774 -1.0327 -2.4292
H -1.0623 -0.8827 -4.0550
H -2.0256 1.1931 -2.9411
H -0.4203 1.4189 -3.6042
H -1.6316 3.2346 -1.7383
H 0.0376 3.3813 -1.1076
H -1.6937 3.7145 0.6335
H -0.6655 2.3520 1.0221
```

Atom charges from the Mulliken analysis, given in e for atoms 1 to 6: atom 1 (O): -0.601, atom 2 (O): -0.596, atom 3 (O): -0.476, atom 4 (C): 0.885, atom 5 (C): 0.055, atom 6 (C): -0.852

# 2
Density functional theory data (ωB97M-V/def2-TZVPD) for a single C21H23N3O3S molecule.

Properties
energy relative to the best compared isomer or geometry (same formula, charge and spin): 25.5 kJ/mol
energy: -43599.793 eV
frontier orbital gap: 8.528 eV
HOMO: -8.1 eV
strongest force on any atom: 0.84 eV Å⁻¹
SMILES: COCCn1c(SCC(=O)Nc2cc(C)cc(C)c2)nc2ccccc2c1=O

```
51
C21H23N3O3S, DFT ωB97M-V/def2-TZVPD
C 2.0877 -4.8255 1.7486
H 2.7931 -3.9987 1.8848
O 0.9641 -4.4476 0.9893
C 1.2427 -4.0997 -0.3419
C 1.7118 -2.6444 -0.5122
N 0.6698 -1.7318 -0.0918
C 0.6274 -1.1860 1.1510
N -0.3350 -0.4875 1.6246
C -1.3961 -0.1894 0.8189
C -2.4351 0.6010 1.3177
C -3.4706 0.9584 0.4868
C -3.4953 0.5420 -0.8447
C -2.4812 -0.2400 -1.3459
C -1.4218 -0.6184 -0.5185
C -0.3456 -1.4542 -1.0231
O -0.2618 -1.8958 -2.1523
H -2.4762 -0.5761 -2.3716
H -4.3152 0.8368 -1.4824
H -4.2728 1.5741 0.8659
H -2.3828 0.9288 2.3432
S 2.0709 -1.2771 2.1682
C 1.7186 0.1124 3.2882
H 1.0344 -0.2194 4.0677
H 2.6799 0.3780 3.7309
C 1.0917 1.3115 2.5721
O 0.2520 1.9845 3.1147
N 1.6323 1.5590 1.3412
C 0.8939 2.0252 0.2373
C -0.1841 2.8855 0.3848
C -0.9624 3.2126 -0.7153
C -0.6451 2.6806 -1.9580
C 0.4433 1.8368 -2.1245
C 1.2149 1.5192 -1.0165
H 2.0587 0.8498 -1.1274
C 0.7554 1.2232 -3.4544
H 1.8258 1.2432 -3.6503
H 0.2397 1.7461 -4.2554
H 0.4321 0.1814 -3.4610
H -1.2619 2.9238 -2.8111
C -2.1316 4.1367 -0.5638
H -2.9614 3.8114 -1.1874
H -2.4588 4.1762 0.4715
H -1.8530 5.1444 -0.8733
H -0.4282 3.2676 1.3616
H 2.3985 0.9500 1.0747
H 2.6130 -2.4516 0.0727
H 1.9036 -2.4630 -1.5729
H 1.9995 -4.7693 -0.7729
H 0.3045 -4.2260 -0.8894
H 2.6102 -5.6687 1.2810
H 1.7063 -5.1301 2.7208
```

Atom charges from the Mulliken analysis, given in e for atoms 1 to 6: atom 1 (C): -0.634, atom 2 (H): 0.244, atom 3 (O): -0.334, atom 4 (C): -0.596, atom 5 (C): -1.449, atom 6 (N): 0.481

# 3
Density functional theory data (ωB97M-V/def2-TZVPD) for a single C21H23N3O4S molecule.

Properties
energy relative to the best compared isomer or geometry (same formula, charge and spin): 73.5 kJ/mol
energy: -45647.114 eV
frontier orbital gap: 8.446 eV
HOMO: -8.4 eV
strongest force on any atom: 0.82 eV Å⁻¹
SMILES: COCCn1c(=S)[nH]c2cc(C(=O)N(CCO)Cc3ccccc3)ccc2c1=O

```
52
C21H23N3O4S, DFT ωB97M-V/def2-TZVPD
C 0.4146 1.8538 4.6237
O 1.4055 1.1627 3.8918
C 1.8197 -0.0526 4.4576
C 0.7971 -1.1952 4.3122
N 0.4236 -1.3560 2.9191
C 1.2823 -2.0138 2.0851
S 2.6348 -2.8002 2.6023
N 0.9878 -2.0225 0.7579
C -0.0648 -1.3425 0.2005
C -0.2112 -1.2246 -1.1796
C -1.2518 -0.4685 -1.6867
C -2.2117 0.0833 -0.8366
C -2.0708 -0.0372 0.5264
C -0.9790 -0.7216 1.0584
C -0.7614 -0.7474 2.5043
O -1.5267 -0.2655 3.3126
H -2.7770 0.4070 1.2100
H -3.0433 0.6247 -1.2585
C -1.3793 -0.2593 -3.1645
O -2.2162 -0.8515 -3.8239
N -0.5380 0.6564 -3.7011
C 0.5639 1.2674 -2.9757
C 0.1440 1.9365 -1.6906
C -0.9376 2.8080 -1.6751
C -1.3336 3.4087 -0.4940
C -0.6506 3.1490 0.6823
C 0.4451 2.3030 0.6719
C 0.8416 1.7067 -0.5122
H 1.7000 1.0495 -0.5193
H 0.9838 2.0975 1.5850
H -0.9704 3.6069 1.6059
H -2.1802 4.0793 -0.4912
H -1.4778 3.0024 -2.5906
H 1.3443 0.5258 -2.7685
H 0.9957 2.0232 -3.6397
C -0.5566 0.8009 -5.1429
H -1.5640 0.5344 -5.4754
H -0.3487 1.8374 -5.4166
C 0.4625 -0.1419 -5.8040
O 0.3714 -1.4477 -5.3003
H -0.5571 -1.7173 -5.3048
H 1.4850 0.1847 -5.5933
H 0.3089 -0.1234 -6.8930
H 0.4991 -1.6977 -1.8418
H 1.6430 -2.5150 0.1640
H 1.2427 -2.1220 4.6769
H -0.1163 -0.9735 4.8657
H 2.7354 -0.3213 3.9242
H 2.0516 0.0699 5.5250
H -0.5633 1.3703 4.5385
H 0.3593 2.8511 4.1908
H 0.6935 1.9319 5.6803
```

Atom charges from the Mulliken analysis, given in e for atoms 1 to 6: atom 1 (C): -0.710, atom 2 (O): -0.294, atom 3 (C): -0.379, atom 4 (C): -1.441, atom 5 (N): 0.093, atom 6 (C): 0.054

# 4
Density functional theory data (ωB97M-V/def2-TZVPD) for a single C21H23N3O4S2 molecule in a non-equilibrium geometry.

Properties
energy relative to the best compared isomer or geometry (same formula, charge and spin): 0.0 kJ/mol
energy: -56483.445 eV
frontier orbital gap: 8.338 eV
HOMO: -8.0 eV
strongest force on any atom: 1.21 eV Å⁻¹
SMILES: CCc1ccc(NC(=O)[C@H](CC)Sc2nc3ccsc3c(=O)n2CCC(=O)O)cc1

```
53
C21H23N3O4S2, DFT ωB97M-V/def2-TZVPD
C 4.7087 -3.5692 -1.0420
H 4.8322 -3.2704 -0.0036
H 5.2242 -2.8452 -1.6691
H 5.1720 -4.5433 -1.1817
C 3.2235 -3.6232 -1.4055
C 2.5837 -2.2782 -1.2111
C 2.5254 -1.3581 -2.2488
C 1.9543 -0.1112 -2.0732
C 1.4209 0.2324 -0.8378
C 1.5009 -0.6680 0.2197
C 2.0762 -1.9084 0.0280
H 2.1138 -2.6046 0.8533
H 1.0930 -0.4128 1.1867
N 0.7470 1.4534 -0.6340
C -0.1033 1.9914 -1.5536
O -0.0362 1.8204 -2.7476
C -1.0862 3.0337 -1.0064
C -0.3609 4.3613 -0.7885
C -1.3173 5.5018 -0.4645
H -1.8622 5.2923 0.4536
H -0.7645 6.4286 -0.3350
H -2.0354 5.6380 -1.2695
H 0.3670 4.2479 0.0183
H 0.1864 4.5890 -1.7063
H -1.8724 3.1512 -1.7560
S -1.9194 2.5437 0.5543
C -2.0837 0.8164 0.3121
N -1.7139 0.3579 -0.8330
C -1.5935 -0.9836 -0.9638
C -1.8807 -1.8365 0.0978
C -2.3980 -1.3531 1.3384
O -2.7312 -1.9978 2.3116
N -2.5136 0.0608 1.3570
C -3.0289 0.6520 2.5758
C -1.9159 0.9877 3.5824
C -1.0712 -0.2492 3.7942
O -0.1333 -0.5456 3.1002
O -1.4893 -0.9722 4.8218
H -1.0232 -1.8221 4.8663
H -1.2900 1.7899 3.1913
H -2.3710 1.2884 4.5239
H -3.5837 1.5576 2.3215
H -3.6995 -0.0896 3.0193
S -1.5083 -3.4746 -0.2920
C -0.9967 -2.9986 -1.8673
C -1.0971 -1.6668 -2.0989
H -0.8169 -1.1659 -3.0056
H -0.6392 -3.7525 -2.5406
H 0.5377 1.6408 0.3396
H 1.8976 0.5845 -2.8930
H 2.9268 -1.6221 -3.2169
H 2.7256 -4.3628 -0.7748
H 3.1195 -3.9354 -2.4467
```

Atom charges from the Mulliken analysis, given in e for atoms 1 to 6: atom 1 (C): -1.149, atom 2 (H): 0.327, atom 3 (H): 0.334, atom 4 (H): 0.375, atom 5 (C): -1.214, atom 6 (C): 1.076

# 5
Density functional theory data (ωB97M-V/def2-TZVPD) for a single C21H23N3O5S molecule in a non-equilibrium geometry.

Properties
energy relative to the best compared isomer or geometry (same formula, charge and spin): 137.7 kJ/mol
energy: -47694.687 eV
frontier orbital gap: 8.545 eV
HOMO: -8.3 eV
strongest force on any atom: 1.33 eV Å⁻¹
SMILES: CCc1ccc(NC(=O)COC(=O)CCCC2=NS(=O)(=O)c3ccccc3N2)cc1

```
53
C21H23N3O5S, DFT ωB97M-V/def2-TZVPD
C 7.0160 0.5744 0.6190
H 6.8275 1.6209 0.3908
H 6.8569 0.4236 1.6842
H 8.0541 0.3485 0.3865
C 6.0769 -0.3224 -0.1903
C 4.6440 -0.0078 0.1320
C 3.9493 0.9619 -0.5783
C 2.6426 1.2895 -0.2658
C 2.0009 0.6395 0.7824
C 2.6921 -0.3301 1.5079
C 3.9956 -0.6460 1.1835
H 4.5189 -1.4010 1.7527
H 2.1911 -0.8332 2.3228
N 0.6752 0.8914 1.1575
C -0.1981 1.7602 0.6080
O 0.0204 2.5097 -0.3192
C -1.5786 1.7228 1.2839
H -1.6574 0.9311 2.0351
H -1.8013 2.6921 1.7448
O -2.5269 1.4759 0.2477
C -3.7604 1.9676 0.3906
O -4.1445 2.5927 1.3388
C -4.5892 1.6016 -0.8264
H -5.1624 2.4798 -1.1248
H -3.8938 1.3502 -1.6270
C -5.5573 0.4415 -0.5293
H -6.4860 0.8528 -0.1321
H -5.8063 -0.0596 -1.4682
C -5.0478 -0.5688 0.5074
C -3.6251 -1.0380 0.3613
N -2.9713 -1.2827 1.4257
S -1.4848 -1.9797 1.4152
O -1.6422 -3.3855 1.6338
O -0.6513 -1.2612 2.3476
C -0.8780 -1.7006 -0.2375
C 0.4631 -1.8330 -0.5370
C 0.9073 -1.5941 -1.8250
C -0.0049 -1.2337 -2.8067
C -1.3489 -1.1122 -2.5111
C -1.8002 -1.3427 -1.2114
N -3.1444 -1.1883 -0.8997
H -3.7522 -0.9448 -1.6691
H -2.0533 -0.8287 -3.2798
H 0.3355 -1.0417 -3.8126
H 1.9557 -1.6834 -2.0599
H 1.1427 -2.1212 0.2482
H -5.1263 -0.1456 1.5095
H -5.6892 -1.4547 0.4853
H 0.3114 0.2320 1.8468
H 2.1178 2.0422 -0.8291
H 4.4377 1.4719 -1.3964
H 6.2605 -0.1657 -1.2553
H 6.2889 -1.3678 0.0433
```

Atom charges from the Mulliken analysis, given in e for atoms 1 to 6: atom 1 (C): -1.101, atom 2 (H): 0.333, atom 3 (H): 0.329, atom 4 (H): 0.361, atom 5 (C): -1.080, atom 6 (C): 0.770

# 6
Density functional theory data (ωB97M-V/def2-TZVPD) for a molecular structure, C21H23NO13Sr in a non-equilibrium geometry.

Properties
energy relative to the best compared isomer or geometry (same formula, charge and spin): 191.3 kJ/mol
energy: -51094.108 eV
frontier orbital gap: 5.417 eV
HOMO: -1.5 eV
net charge: -2
strongest force on any atom: 5.27 eV Å⁻¹

```
59
C21H23NO13Sr, DFT ωB97M-V/def2-TZVPD
Sr 0.2999 0.0711 -0.0468
C 4.7024 -1.4144 -0.5444
C 3.4466 -1.1325 -1.0368
C 2.5068 -2.2600 -1.2292
O 1.2430 -2.1253 -1.4462
C 2.8150 -3.5637 -1.0673
C 4.0958 -3.9213 -0.5782
C 5.1261 -2.7411 -0.2522
O 6.2300 -3.0605 0.2334
O 4.3117 -5.1325 -0.3675
O 3.0785 0.1333 -1.0632
H 5.3980 -0.6030 -0.3892
H 2.0432 -4.2883 -1.2810
C -3.8347 2.1469 -0.2451
C -2.6691 1.5246 -0.5524
C -2.4112 0.9528 -1.9177
O -1.2589 0.3892 -2.2153
C -3.2964 1.0769 -2.8919
C -4.6536 1.6870 -2.6863
C -4.9480 2.2535 -1.2598
O -6.1020 2.6854 -1.0821
O -5.4918 1.6579 -3.5853
O -1.8290 1.5671 0.4057
H -4.0548 2.5586 0.7288
H -3.0941 0.6815 -3.8763
C 1.4625 -2.0652 2.6586
O 1.0368 -0.7683 2.3423
C 1.7428 0.1612 3.1555
C 1.2619 1.6422 2.8326
N 1.5129 1.9161 1.4129
C 1.0314 3.2762 1.0087
C 1.4372 3.5502 -0.4705
O 0.9270 2.4645 -1.2149
C 1.2020 2.6285 -2.6060
H 1.2090 -2.9337 2.0507
H 1.3262 -2.3082 3.7124
H 2.5423 -2.1360 2.7901
H 2.8244 0.0816 3.0469
H 1.6416 0.0215 4.2318
H 1.8141 2.1984 3.5902
H 0.2518 1.8693 3.1734
H 2.5197 1.9464 1.3379
H 1.5887 4.0693 1.5074
H -0.0321 3.4571 1.1648
H 2.5229 3.4859 -0.5428
H 1.2435 4.5781 -0.7771
H 0.8163 3.4926 -3.1469
H 0.6538 1.8311 -3.1079
H 2.2227 2.3806 -2.8970
C -4.3997 -2.8786 0.7004
C -4.0087 -2.0287 -0.5266
O -2.6650 -1.7861 -0.4147
C -2.2135 -2.2959 0.7420
O -1.1262 -1.9925 1.2434
O -3.1889 -2.9227 1.4347
H -4.6994 -3.8931 0.4375
H -5.1825 -2.3801 1.2720
H -4.6556 -1.1515 -0.5151
H -4.2732 -2.6527 -1.3803
```

Atom charges from the Mulliken analysis, given in e for atoms 1 to 6: atom 1 (Sr): 1.457, atom 2 (C): -0.748, atom 3 (C): 0.221, atom 4 (C): 0.545, atom 5 (O): -0.937, atom 6 (C): -0.358

# 7
Density functional theory data (ωB97M-V/def2-TZVPD) for a single C21H23NO4 molecule in a non-equilibrium geometry.

Properties
energy relative to the best compared isomer or geometry (same formula, charge and spin): 269.7 kJ/mol
energy: -31829.923 eV
frontier orbital gap: 7.930 eV
HOMO: -8.1 eV
strongest force on any atom: 1.11 eV Å⁻¹
SMILES: CC(C)CCOC(=O)/C(=C/c1ccco1)NC(=O)/C=C/c1ccccc1

```
49
C21H23NO4, DFT ωB97M-V/def2-TZVPD
C 3.0355 -3.8206 -1.8278
H 2.8389 -2.8551 -2.2871
H 2.3378 -3.9692 -1.0058
H 2.8551 -4.5930 -2.5724
C 4.4780 -3.8945 -1.3326
C 5.4488 -3.6305 -2.4821
H 6.4781 -3.6561 -2.1312
H 5.2621 -2.6618 -2.9389
H 5.3307 -4.3902 -3.2512
C 4.7352 -2.9596 -0.1415
C 4.4613 -1.4766 -0.3895
H 4.8936 -0.8905 0.4283
H 4.8759 -1.1419 -1.3409
O 3.0667 -1.1852 -0.4632
C 2.4152 -1.0338 0.6952
O 2.9417 -1.0720 1.7819
C 0.9594 -0.8132 0.4805
C 0.1904 -0.6575 1.5846
C -1.2331 -0.5806 1.6777
C -2.0126 -0.2346 2.7623
C -3.3517 -0.3446 2.3414
C -3.3007 -0.7576 1.0420
O -2.0359 -0.9020 0.6347
H -4.0719 -0.9757 0.3300
H -4.2305 -0.1479 2.9199
H -1.6588 0.0625 3.7283
H 0.7183 -0.6064 2.5269
N 0.5298 -0.8210 -0.8401
C -0.3420 0.0194 -1.4912
O -0.6185 -0.1910 -2.6560
C -0.8511 1.1614 -0.7175
C -1.9609 1.8011 -1.1010
C -2.6011 2.9045 -0.4101
C -2.3091 3.2260 0.9175
C -2.9519 4.2754 1.5442
C -3.8955 5.0265 0.8613
C -4.2001 4.7152 -0.4539
C -3.5654 3.6606 -1.0806
H -3.8047 3.4188 -2.1062
H -4.9381 5.2946 -0.9891
H -4.3951 5.8471 1.3544
H -2.7190 4.5092 2.5728
H -1.5896 2.6381 1.4670
H -2.4415 1.4607 -2.0105
H -0.2880 1.4535 0.1553
H 1.0266 -1.4541 -1.4565
H 5.7812 -3.0537 0.1568
H 4.1217 -3.2753 0.7053
H 4.6602 -4.9125 -0.9672
```

Atom charges from the Mulliken analysis, given in e for atoms 1 to 6: atom 1 (C): -1.444, atom 2 (H): 0.226, atom 3 (H): 0.323, atom 4 (H): 0.508, atom 5 (C): 0.712, atom 6 (C): -1.560

# 8
Density functional theory data (ωB97M-V/def2-TZVPD) for a molecular structure, C21H24BF4N2OPS3SiW in a non-equilibrium geometry.

Properties
energy relative to the best compared isomer or geometry (same formula, charge and spin): 0.0 kJ/mol
energy: -90229.682 eV
frontier orbital gap (spin up / spin down): 4.820 / 4.854 eV
HOMO (spin up / spin down): -14.8 / -14.8 eV
net charge: +2
strongest force on any atom: 6.35 eV Å⁻¹

```
59
C21H24BF4N2OPS3SiW, DFT ωB97M-V/def2-TZVPD
W -0.8191 -0.1065 1.0006
N 0.2708 -1.0823 -1.9548
P 1.0155 -1.3280 -0.4134
C 2.6718 -0.8741 -0.8778
C 3.4888 -1.7512 -1.6051
C 4.8266 -1.3892 -1.8124
C 5.1965 -0.0312 -1.6729
C 4.2997 0.8539 -1.1399
C 3.0450 0.4469 -0.7605
C 1.0174 -3.0882 -0.0683
C 2.1860 -3.7815 0.3421
C 2.2050 -5.1670 0.3213
C 1.0483 -5.8977 0.0352
C -0.0857 -5.2185 -0.2982
C -0.0936 -3.7926 -0.4101
C -0.7190 -0.1704 -2.1727
C -1.2507 0.0719 -3.4405
C -2.2123 1.0415 -3.6372
C -2.6515 1.7713 -2.5235
C -2.0666 1.5281 -1.2907
N -1.1770 0.5122 -1.0997
H 0.6176 -1.5296 -2.7981
H 3.1105 -2.7422 -1.9006
H 5.5445 -2.0928 -2.2022
H 6.1760 0.2835 -1.9328
H 4.6043 1.9052 -1.0024
H 2.3411 1.1162 -0.2442
H 3.1153 -3.2472 0.7220
H 3.1561 -5.6427 0.5675
H 1.0975 -6.9940 0.0775
H -1.0260 -5.7161 -0.4576
H -0.9865 -3.2529 -0.7421
H -0.8530 -0.5402 -4.2561
H -2.5861 1.1899 -4.6681
H -3.4044 2.5575 -2.6018
H -2.3821 2.0541 -0.3755
S -1.8236 -2.2687 4.3994
C -1.4703 -1.0003 3.4235
S 0.2866 -0.7671 3.0185
S -2.5460 0.1016 2.6252
C -2.1623 3.4048 2.2173
Si -0.3020 2.8625 2.1702
C 0.7068 4.3750 1.6895
C 0.0516 2.3989 3.9408
O 0.0644 1.7726 1.0145
H -2.2528 4.5111 2.0857
H -2.6652 3.2484 3.1534
H -2.8576 3.0692 1.4357
H 0.4183 5.2628 2.2900
H 0.6046 4.6863 0.6714
H 1.7919 4.2110 1.8281
H 0.1012 3.3748 4.5085
H 0.9745 1.8388 4.0576
H -0.7450 1.7899 4.3718
F -1.8394 -1.6389 0.3258
B -6.2538 2.1757 -0.9748
F -5.5988 1.7226 -2.0369
F -5.8291 3.3140 -0.4154
F -7.3748 1.6588 -0.5069
```

Atom charges from the Mulliken analysis, given in e for atoms 1 to 6: atom 1 (W): 0.869, atom 2 (N): 0.058, atom 3 (P): 0.995, atom 4 (C): 0.653, atom 5 (C): -0.479, atom 6 (C): -0.897